# 1
C30H40BrIN4O6Ta as an isolated structure, computed with ωB97M-V/def2-TZVPD.

Properties
HOMO (alpha / beta) ... -0.579 / -0.579 Eh
ΔE to the lowest compared entry with this formula, charge and spin ... 45.35 kcal/mol
Orbital gap (alpha / beta) ... 4.68 / 4.68 eV
Total charge ... +3

Geometry (Å):
1 C -2.284 -1.983 -0.773
2 O 0.453 2.368 -0.243
3 C -0.440 4.192 3.603
4 C 1.426 3.265 0.399
5 C 2.420 2.541 1.249
6 H 0.088 2.139 3.968
7 H -2.488 0.388 3.235
8 O 1.776 -2.859 -3.248
9 H 1.606 -4.633 2.705
10 H 2.388 -0.224 2.997
11 H 2.856 4.887 -3.091
12 C -0.628 2.815 3.463
13 H -0.744 3.914 -1.006
14 C 0.806 3.591 -2.482
15 H 1.945 3.798 -0.430
16 H -3.399 -0.482 5.976
17 H 1.615 5.264 -4.335
18 H -1.112 6.243 3.194
19 H 2.958 3.283 1.954
20 H -1.911 -5.930 -4.860
21 C -1.362 -3.819 -4.555
22 O 0.325 -1.436 1.346
23 C -0.150 3.084 -1.414
24 C -1.421 2.378 2.339
25 H 2.827 -3.570 3.279
26 H -1.581 -2.858 -5.135
27 H 1.547 -4.384 -7.207
28 C 0.553 -3.045 -3.248
29 C -1.955 -4.960 -5.385
30 H -3.014 -4.825 -5.532
31 C -0.293 -2.338 -2.109
32 H 1.837 -2.965 -6.189
33 N 0.003 -3.951 -4.186
34 O -2.795 0.024 5.401
35 H 0.271 -3.097 -6.879
36 C 1.927 5.447 -3.250
37 C -0.836 -1.181 4.800
38 H -0.886 0.701 5.789
39 H -1.497 -5.070 -6.361
40 C 0.912 -2.691 3.289
41 C -1.462 -0.239 5.821
42 H 2.339 1.326 4.000
43 C 0.181 -1.641 2.671
44 H -3.052 5.290 1.712
45 N -1.092 1.092 1.786
46 H -0.046 -2.455 6.344
47 H -1.998 -3.608 -3.696
48 C 1.105 -3.692 -6.487
49 H -1.352 -0.637 6.831
50 O 1.682 1.491 1.988
51 C 0.036 -1.020 -1.956
52 H -1.633 -3.962 -1.597
53 H 3.235 2.113 0.630
54 H 0.678 -0.508 -2.632
55 N 0.608 -3.040 4.504
56 H 2.063 6.508 -3.007
57 Br 2.733 -0.304 -0.157
58 H 0.768 3.957 0.949
59 C 0.836 -4.558 -5.209
60 O 0.970 4.980 -2.297
61 H -2.755 0.070 -0.385
62 C -2.213 4.696 2.119
63 H -3.226 -2.358 -0.277
64 H -0.789 2.329 -1.850
65 C -2.408 3.289 1.898
66 C -2.008 -0.631 -0.698
67 Ta 0.397 0.309 0.550
68 H 1.750 -4.835 -4.596
69 H 0.389 4.579 4.128
70 C -1.418 -2.868 -1.502
71 C -0.129 -2.263 5.314
72 H 0.406 -5.537 -5.532
73 H 3.565 1.017 2.649
74 H 2.071 -3.375 1.589
75 C -1.273 5.182 2.989
76 H 0.366 3.228 -3.472
77 C -1.492 0.170 2.776
78 C 1.873 -3.581 2.654
79 C 2.519 0.852 3.000
80 H 1.786 3.114 -2.389
81 I -4.282 2.583 1.478
82 N -0.711 -0.178 -1.077
83 C -0.762 -0.904 3.363

# 2
A 2-piece molecular cluster, C30H40N3O overall, computed with ωB97M-V/def2-TZVPD.

Properties
HOMO ... -0.364 Eh
ΔE to the lowest compared entry with this formula, charge and spin ... 0.00 kcal/mol
Orbital gap ... 5.80 eV
Total charge ... +1

Geometry (Å):
1 H -1.292 -0.744 4.193
2 C 0.505 3.377 -5.475
3 O -2.161 -1.665 2.626
4 C 2.534 -1.855 -3.411
5 C -0.705 4.907 -2.284
6 H -0.172 5.286 -4.716
7 H 5.213 -4.588 -5.961
8 C 3.016 -2.804 -4.296
9 H 4.019 -5.691 -6.649
10 H 4.388 -1.961 -5.683
11 C 1.571 -3.014 1.437
12 N -0.111 3.927 -3.160
13 H 0.937 -1.534 -0.338
14 H 1.194 1.347 -5.622
15 C 4.130 -4.799 -6.020
16 C 0.354 1.606 -3.670
17 C -0.844 -2.961 1.034
18 H 2.383 -6.151 -1.262
19 H 0.508 3.334 0.517
20 C 0.526 0.311 -3.208
21 H 3.945 -3.344 -7.574
22 H -2.152 -3.753 2.521
23 C 2.195 -3.542 -1.739
24 H 2.401 -3.896 -6.924
25 H -1.184 3.226 0.043
26 H 0.200 3.562 -6.509
27 C -0.116 4.830 -0.889
28 C 3.393 -2.427 -5.694
29 C 3.156 -4.154 -3.865
30 H 4.103 -5.797 -1.451
31 H -1.424 4.044 -4.793
32 H 1.552 3.686 -5.383
33 H 0.540 0.861 0.152
34 H 2.123 -3.098 2.378
35 H -0.620 -4.030 0.897
36 H -1.800 4.753 -2.242
37 C -1.125 -1.659 3.602
38 C 0.258 -1.676 2.959
39 N 0.320 -2.304 1.638
40 H 2.267 -7.177 -3.438
41 C 3.143 -5.844 -1.986
42 C 0.450 1.070 -0.917
43 C -0.171 3.414 -0.337
44 H -3.001 -2.827 1.212
45 H 1.372 -4.017 1.042
46 H 0.632 -0.639 2.898
47 C -0.359 4.217 -4.553
48 C 4.093 -6.390 -4.232
49 H 4.067 -7.092 -5.076
50 C 0.152 2.657 -2.731
51 C 1.945 -2.198 -2.151
52 H -0.677 5.509 -0.246
53 C 3.423 -3.614 -6.651
54 H 2.582 -0.806 -3.694
55 H 1.843 -3.848 -0.760
56 C 2.817 -4.487 -2.524
57 C 3.259 -6.897 -3.073
58 H 2.226 -2.483 0.736
59 C 0.725 0.003 -1.826
60 H -0.556 1.513 -5.580
61 H 0.920 5.182 -0.915
62 H 3.730 -7.798 -2.681
63 H 2.693 -1.674 -6.072
64 N 3.617 -5.116 -4.712
65 H -0.540 5.897 -2.729
66 H 5.152 -6.296 -3.923
67 C 0.375 1.894 -5.140
68 C -2.119 -2.863 1.862
69 H 0.934 -2.219 3.630
70 C 0.158 2.355 -1.338
71 C 1.174 -1.276 -1.364
72 H 0.552 -0.502 -3.932
73 H -1.012 -2.527 0.035
74 H -1.200 -2.556 4.256

# 3
One molecule with the formula C30H40N6O2S, computed with ωB97M-V/def2-TZVPD.

Properties
SMILES ... COc1ccc(N2CCN(CCCNC(=O)[C@H]3CC[C@@H](CNc4nc(=S)[nH]c5ccccc45)CC3)CC2)cc1
HOMO ... -0.270 Eh
Orbital gap ... 7.19 eV

Geometry (Å):
1 C -2.146 1.032 3.502
2 H 4.989 3.688 -0.292
3 H -3.027 -0.438 -0.007
4 S -1.575 2.199 -0.669
5 H 1.552 -2.889 -0.711
6 H -0.952 -0.373 0.852
7 H 4.215 -0.555 0.995
8 H -0.062 -4.607 -1.157
9 H -0.209 -0.975 -3.439
10 C 3.827 1.538 0.966
11 H -1.520 -0.707 -1.401
12 C 4.190 3.299 -2.839
13 H 0.463 3.750 -1.509
14 C -0.790 -1.824 -3.072
15 O -4.954 -2.807 -0.797
16 C 0.130 -2.799 -2.330
17 H -4.488 -2.240 2.157
18 H -4.941 0.481 0.912
19 N -2.775 -0.023 2.738
20 N 0.811 2.800 -1.543
21 C -0.705 -3.940 -1.738
22 H -0.432 2.304 3.378
23 C -4.888 -1.229 2.244
24 H -3.166 -3.046 -2.496
25 H -2.298 -1.958 2.134
26 C 2.919 3.586 -2.392
27 C -0.041 1.801 -1.131
28 C 5.552 3.087 0.430
29 C 4.640 1.983 -2.887
30 H 5.643 1.772 -3.225
31 N -3.850 -1.017 -0.009
32 C 1.633 2.175 1.723
33 H 0.290 -1.651 -0.504
34 C 0.955 -2.126 -1.220
35 H 6.591 3.028 0.110
36 C 1.267 0.848 1.959
37 H 0.933 2.976 1.898
38 C -0.920 1.551 2.755
39 H -2.581 -0.666 -2.802
40 C -3.956 -2.108 -0.790
41 C -4.947 -0.607 0.841
42 C 3.481 0.209 1.197
43 C 2.517 1.211 -2.052
44 H -1.451 -2.915 0.016
45 H 2.036 -1.166 1.881
46 H 3.108 3.562 1.081
47 C -1.938 -1.313 -2.202
48 H -1.202 -2.342 -3.942
49 H 2.564 4.605 -2.344
50 H 4.843 4.102 -3.149
51 H -4.626 0.529 3.437
52 H 4.186 -0.059 -2.533
53 C 3.813 0.953 -2.498
54 H 0.834 -3.224 -3.056
55 H 5.502 3.563 1.415
56 H -1.266 2.015 1.821
57 C 2.074 2.549 -1.990
58 H -5.864 -0.941 0.348
59 H -1.846 0.680 4.507
60 H -1.520 -1.460 3.659
61 C -0.621 -0.657 1.862
62 H -1.128 -4.522 -2.559
63 C -1.846 -3.430 -0.860
64 H -4.007 -0.951 4.199
65 H 0.083 -1.485 1.793
66 C 2.239 -0.125 1.687
67 C -4.080 -0.399 3.244
68 N 0.374 0.534 -1.154
69 H -5.902 -1.317 2.636
70 H -2.438 -4.279 -0.510
71 C 2.886 2.518 1.244
72 N 1.850 -1.096 -1.688
73 N 0.030 0.484 2.487
74 O 5.090 1.762 0.476
75 C 1.558 0.206 -1.616
76 C -2.751 -2.480 -1.654
77 H 2.727 -1.378 -2.094
78 H -2.848 1.860 3.623
79 C -1.837 -1.118 2.655

# 4
C30H41BaClN3O4 as an isolated structure, computed with ωB97M-V/def2-TZVPD.

Properties
HOMO ... -0.093 Eh
Orbital gap ... 4.56 eV
Total charge ... -1

Geometry (Å):
1 H 3.953 1.563 4.652
2 H -1.042 0.542 -2.720
3 O -0.809 1.400 1.017
4 C -0.964 -0.529 -2.807
5 C 0.240 -3.442 -0.843
6 O -0.194 -0.958 2.202
7 H -4.666 4.796 -1.617
8 H 0.538 -2.989 0.087
9 C -3.018 3.850 -0.626
10 H 1.025 4.241 -3.238
11 C 1.261 3.423 -2.563
12 H 1.934 4.235 0.075
13 H 4.315 -3.954 0.610
14 N 1.941 1.985 4.247
15 C -1.352 -1.157 -3.993
16 C 0.137 3.067 -1.651
17 H 3.216 -2.673 -2.639
18 C 1.321 2.330 5.508
19 H -1.221 3.390 1.299
20 H -4.463 -1.210 2.419
21 Cl 1.690 1.511 -0.959
22 C 1.261 3.528 0.554
23 H 0.152 1.476 3.384
24 C -0.302 -2.670 -1.879
25 C -1.093 2.664 0.488
26 C -0.687 -3.305 -3.087
27 H 0.271 2.066 5.467
28 H 4.940 -2.685 -2.250
29 H 1.550 2.566 -3.177
30 C -4.730 2.661 -1.827
31 H -0.799 -5.191 -4.151
32 C 4.399 -2.871 0.525
33 H 5.453 -2.610 0.424
34 H 1.419 3.400 5.697
35 H 0.884 3.996 1.466
36 H 0.820 -5.408 -0.188
37 Ba 0.595 0.222 0.625
38 C 0.399 -4.822 -0.995
39 C 3.951 -2.991 -1.907
40 H -2.977 -3.417 1.825
41 H -1.650 -0.059 3.304
42 H 1.835 2.660 0.874
43 H -4.528 0.526 -1.845
44 C 0.023 -5.445 -2.186
45 C -0.519 -4.693 -3.230
46 H -3.983 -0.793 0.764
47 H -1.743 -0.567 -4.812
48 C -2.946 1.464 -0.743
49 H 3.931 -4.080 -1.842
50 H -0.774 2.761 -2.154
51 O 2.145 -1.192 0.574
52 H -3.608 0.305 2.102
53 C -2.378 2.656 -0.306
54 C -4.107 1.463 -1.503
55 H -1.262 -3.058 1.476
56 H 3.569 3.284 4.448
57 C -3.692 -0.739 1.813
58 H -2.465 0.539 -0.464
59 C -4.184 3.857 -1.378
60 C -1.383 -0.777 2.517
61 H -1.503 -3.007 -5.070
62 C 2.705 -1.464 -0.501
63 H 2.447 -0.942 -1.421
64 H -2.591 4.784 -0.280
65 O 1.734 1.099 2.167
66 H 2.153 3.704 -1.998
67 N -2.425 -1.413 2.000
68 C -1.214 -2.539 -4.136
69 C -2.282 -2.713 1.368
70 C 0.122 3.107 -0.317
71 H -2.502 -2.619 0.308
72 H -5.635 2.664 -2.421
73 H 3.997 -2.408 1.418
74 H 3.621 2.227 3.043
75 H 1.800 1.788 6.323
76 C -0.442 -1.274 -1.748
77 H 0.155 -6.514 -2.301
78 C 1.230 1.493 3.232
79 N 3.651 -2.399 -0.622
80 C 3.350 2.278 4.092

# 5
C30H41CuF2N2O6P2 as an isolated structure, computed with ωB97M-V/def2-TZVPD.

Properties
HOMO ... -0.013 Eh
Orbital gap ... 5.04 eV
Total charge ... -2

Geometry (Å):
1 C -0.125 -5.597 1.877
2 H 0.067 4.877 -0.791
3 H -4.151 2.057 -4.213
4 H -2.002 -1.047 -3.484
5 H 0.240 -3.616 1.086
6 C 0.620 1.757 4.572
7 H -1.773 -4.775 -1.091
8 H -2.463 6.502 -0.345
9 C 3.542 -3.411 -0.870
10 C -0.548 4.641 0.106
11 H -3.196 -0.581 -4.705
12 O -0.763 -1.563 0.932
13 H 0.712 -5.970 2.465
14 C -2.710 0.889 -3.134
15 P -1.554 1.813 -0.806
16 C 1.926 2.154 2.131
17 H -1.564 0.104 -4.820
18 H -3.791 5.330 -0.889
19 H -2.589 0.896 1.304
20 H 4.941 -0.234 0.930
21 C -2.621 1.548 0.481
22 H 1.542 -3.763 3.225
23 H 5.468 -4.264 -0.488
24 C 0.447 -3.534 3.263
25 H 2.507 4.076 2.958
26 N 1.116 1.079 2.343
27 H 4.694 4.168 -1.078
28 F 3.144 4.628 0.937
29 H -3.094 3.084 -3.258
30 C 2.728 -2.344 -0.533
31 C -1.946 4.346 -0.338
32 C -3.097 2.153 -3.837
33 H -2.496 2.269 -4.703
34 O -1.633 -3.713 2.038
35 C 3.086 1.266 -1.393
36 C -2.668 5.578 -0.971
37 C -0.189 -4.055 2.029
38 H 0.197 1.571 5.568
39 F 4.409 2.565 -2.950
40 O -1.964 3.283 -1.275
41 H 0.374 -2.412 3.251
42 N 2.371 -0.139 0.444
43 C 2.582 2.242 0.844
44 O -3.143 -2.610 0.387
45 H -4.207 -4.730 -1.133
46 H -1.111 -6.090 2.191
47 H -0.104 3.787 0.629
48 H 0.098 -5.774 0.809
49 C 3.173 -1.169 0.130
50 H 0.041 -3.954 4.167
51 H -0.979 -3.301 -0.438
52 H 1.225 3.723 5.059
53 C -4.284 -3.678 -1.467
54 C 3.848 2.361 -1.727
55 H -4.362 -3.698 -2.593
56 O -1.696 0.983 -2.120
57 C -1.667 -3.721 -1.173
58 H -5.233 -3.287 -1.042
59 H 3.207 -4.296 -1.430
60 C -2.998 -2.923 -1.021
61 C 4.851 -3.439 -0.319
62 H -0.419 5.505 0.804
63 H 2.831 0.482 -2.125
64 H -2.453 5.647 -2.013
65 P -2.092 -2.266 1.519
66 C 5.278 -2.332 0.386
67 H -3.702 0.580 -2.617
68 H -2.585 4.081 0.572
69 H 1.666 -2.338 -0.740
70 H 0.104 -0.115 3.668
71 Cu 0.547 -0.125 0.932
72 O -0.148 1.584 -0.372
73 C 4.053 3.387 -0.772
74 H -3.650 1.775 0.281
75 H -1.268 -3.569 -2.203
76 H -2.941 -1.943 -1.546
77 C 3.245 3.390 0.336
78 C -2.371 -0.228 -4.093
79 C 4.505 -1.176 0.566
80 C 1.330 2.961 4.324
81 H 6.300 -2.348 0.765
82 C 2.690 1.067 -0.045
83 C 2.031 3.108 3.087
84 C 0.608 0.832 3.568

# 6
C30H41F9OPTi as an isolated structure, computed with ωB97M-V/def2-TZVPD.

Properties
<S²> ... 2.00
HOMO (alpha / beta) ... -0.405 / -0.429 Eh
Multiplicity ... 3
Orbital gap (alpha / beta) ... 8.11 / 8.82 eV
Total charge ... +1

Geometry (Å):
1 F -2.136 0.684 4.039
2 H 3.937 -0.049 -3.197
3 C 3.046 -0.447 1.229
4 F -2.495 -0.927 2.654
5 H -1.831 -4.771 2.758
6 H 3.012 -1.022 -2.061
7 C 0.564 5.123 -0.290
8 H 3.702 2.401 -3.340
9 H -0.827 1.872 -1.793
10 C -4.086 -3.086 0.379
11 F -2.641 0.596 -0.567
12 C -2.525 2.740 2.130
13 F -2.326 3.511 1.061
14 H 1.523 2.500 2.166
15 H 2.524 1.392 3.112
16 H -3.384 -2.989 -2.716
17 C -1.048 3.986 -1.648
18 O -1.156 0.963 1.398
19 H 2.143 -1.050 1.371
20 C 2.500 1.114 -2.112
21 C -2.829 0.354 2.955
22 H 0.688 0.243 -3.012
23 H -1.931 4.000 -2.274
24 F -3.712 3.054 2.659
25 P 1.546 1.106 -0.487
26 H 3.857 2.873 0.679
27 H 4.496 1.772 1.895
28 C 1.466 0.974 -3.240
29 H -1.050 6.104 -1.307
30 C 3.263 2.428 -2.339
31 C 1.887 1.477 2.228
32 C -3.399 0.924 0.524
33 C 0.727 2.732 -0.576
34 C 0.192 -2.973 -0.230
35 H -2.508 -1.478 -2.909
36 C -2.603 -2.931 0.177
37 H 1.709 -4.107 -1.204
38 H 4.301 0.044 -1.481
39 C -0.419 2.783 -1.371
40 H -3.851 -1.561 -1.798
41 H -4.321 -4.132 0.586
42 C 0.553 -3.572 2.216
43 H 1.971 0.649 -4.152
44 H 1.015 0.844 2.385
45 C -0.557 5.162 -1.104
46 Ti -0.513 -0.624 0.307
47 F -4.178 -0.148 0.729
48 C 4.001 1.822 0.922
49 H 3.618 -0.884 0.414
50 C 2.693 1.030 1.000
51 H 0.730 -4.650 2.273
52 C -2.073 -2.537 -1.071
53 H 2.148 -2.419 -1.006
54 H 1.524 -3.086 2.146
55 H 0.979 1.926 -3.449
56 C 3.489 -0.048 -2.201
57 H 4.685 1.397 0.188
58 H -3.351 -3.919 2.523
59 C -0.075 -2.396 -2.660
60 H -0.670 -1.753 -3.300
61 F -4.119 0.376 3.273
62 F -1.580 3.039 3.016
63 H 2.601 3.291 -2.289
64 H 2.099 3.938 0.577
65 C -1.738 -3.276 1.231
66 H 0.924 -1.972 -2.611
67 H 0.105 -3.267 3.158
68 H 2.213 -3.508 0.366
69 C -2.273 -3.798 2.537
70 C -2.999 -2.116 -2.181
71 F -4.190 1.919 0.174
72 C 1.646 -3.254 -0.523
73 H 0.011 -3.362 -3.164
74 H -4.666 -2.795 -0.489
75 C -0.671 -2.590 -1.286
76 H 3.643 -0.537 2.141
77 C -2.432 1.235 1.736
78 C -0.343 -3.233 1.051
79 H -4.434 -2.501 1.230
80 H 0.953 6.035 0.147
81 H -2.027 -3.138 3.367
82 H 4.075 2.569 -1.630
83 C 1.210 3.922 -0.038

Computed energy (eV) in order:
-129669.456; -38270.821; -55632.495; -57640.959; -115694.099; -90681.588
Computed F_max (eV Å⁻¹) in order:
4.0; 1.5; 0.8; 13.4; 5.7; 1.0